A 9-piece molecular cluster, H17O9 overall, computed with ωB97M-V with the def2-TZVPD basis set.

The charge is -1. As for the HOMO energy: -6.43 eV. The calculation puts the energy relative to the best compared isomer or geometry (same formula, charge and spin) at 20.54 kcal per mole.

Last column: Löwdin charge in e.
Positions of all 26 atoms, in Å:
1 O 0.2609 -1.0042 1.4004  -0.14
2 H 1.1897 -1.2334 1.4973  0.02
3 H 0.2130 -0.3106 0.6256  0.01
4 O 4.0157 0.2322 0.7705  -0.08
5 H 3.6787 1.1346 0.5542  0.04
6 O 2.3451 -0.6036 -2.9982  -0.09
7 H 1.5730 -0.6012 -3.5697  0.01
8 H 1.8899 -0.4888 -2.1297  0.03
9 O -0.1799 0.9584 -0.2305  -0.35
10 H -0.6711 1.6360 0.2278  -0.02
11 H -0.3598 0.1728 -1.4790  -0.01
12 O -1.5645 -2.7774 1.8712  -0.11
13 H -1.0604 -2.1633 2.4031  -0.01
14 H -1.2417 -2.6680 0.9497  0.04
15 O -2.1156 1.3539 2.5727  -0.07
16 H -2.1357 0.4331 2.8477  0.02
17 H -1.2612 1.3853 2.0950  0.02
18 O -0.6061 -0.6743 -2.0593  -0.16
19 H -0.9007 -0.3721 -2.9198  0.00
20 H 3.8343 -0.3025 -0.0135  0.02
21 O 1.7121 2.7536 -0.1298  -0.15
22 H 1.1292 1.9160 -0.2428  -0.01
23 H 1.0400 3.4305 -0.2323  0.00
24 O -3.8868 -0.3802 -1.0379  -0.07
25 H -3.0573 -0.1913 -1.4819  0.00
26 H -3.7279 -0.8320 -0.1964  0.03

---

H18HfO9 as an isolated structure, computed with ωB97M-V with the def2-TZVPD basis set.

The charge is +4. As for the HOMO energy: -27.47 eV. The calculation puts the energy relative to the best compared isomer or geometry (same formula, charge and spin) at 1.34 kcal per mole.

Last column: Löwdin charge in e.
Positions of all 28 atoms, in Å:
1 Hf -0.0159 0.0143 0.0700  2.10
2 O 1.5247 1.6521 -0.6615  -0.07
3 H 2.4840 1.7373 -0.4736  0.15
4 H 1.3051 2.4295 -1.2185  0.15
5 O 1.8525 -1.4202 0.0324  -0.08
6 H 2.6991 -1.2530 -0.4385  0.15
7 H 2.0291 -2.1830 0.6250  0.15
8 O -2.2725 -0.1714 0.6758  -0.09
9 H -3.0134 0.2187 0.1678  0.14
10 H -2.6931 -0.6631 1.4157  0.15
11 O -0.2612 -1.5413 1.8155  -0.08
12 H -0.7923 -2.3617 1.9225  0.16
13 H 0.2588 -1.4598 2.6433  0.14
14 O 1.4125 0.5665 1.8580  -0.08
15 H 2.2482 0.0748 1.9953  0.13
16 H 1.3784 1.2302 2.5849  0.16
17 O -0.7765 2.2084 0.7943  -0.07
18 H -0.3111 3.0693 0.7160  0.14
19 H -1.4653 2.3512 1.4816  0.15
20 O -0.8324 -1.9206 -0.9163  -0.08
21 H -0.4987 -2.8439 -0.9735  0.16
22 H -1.7619 -1.9652 -1.2253  0.14
23 O 0.8414 -0.3696 -2.1948  -0.10
24 H 1.2369 0.1876 -2.8969  0.14
25 H 0.7450 -1.2553 -2.5925  0.12
26 O -1.4870 1.0063 -1.5649  -0.07
27 H -1.7146 1.9421 -1.3820  0.12
28 H -2.1197 0.7197 -2.2600  0.16

---

Number 1: Kohn-Sham gap 0.356 Ha, LUMO energy 0.11969 Ha. Number 2: Kohn-Sham gap 0.436 Ha, LUMO energy -0.57381 Ha.